{"formula": "C5H8NO5S", "method": "ωB97M-V/def2-TZVPD", "homo_energy_ev": -4.71, "charge": -1, "homo_lumo_gap_ev": 7.77, "relative_energy_ev": 0.812, "e_lumo_ev": 3.1, "largest_force_ev_per_a": 4.680, "elements": ["S", "O", "O", "O", "O", "O", "N", "C", "C", "C", "C", "C", "H", "H", "H", "H", "H", "H", "H", "H"], "positions_angstrom": [[1.06647, -1.34855, 3.03443], [1.23069, -0.99982, -0.89244], [1.82197, 1.39582, 0.55086], [2.58996, -1.77674, 0.66374], [-0.66463, -0.38958, -2.15195], [1.10517, 1.58741, 2.64404], [0.88563, -0.50093, 1.53955], [1.29016, 0.91012, 1.63326], [-0.73443, 0.98780, -1.75341], [1.59838, -1.13077, 0.43120], [-1.87941, 1.27078, -0.68141], [-0.17088, -1.19241, -1.09663], [-0.78508, -1.10100, -0.15975], [-2.23482, 2.33088, -0.72875], [-1.03056, 1.57427, -2.66606], [-1.41405, 1.03853, 0.32035], [0.10324, -2.34082, 2.95532], [-0.30543, -2.26012, -1.44184], [-2.72227, 0.52839, -0.78211], [0.24989, 1.41673, -1.41842]], "forces_ev_per_a": [[-0.41, -0.40, 0.21], [-1.56, 0.16, 1.63], [-1.22, -2.24, 1.48], [-0.58, 0.08, -0.50], [0.65, 0.17, 1.33], [-0.53, -1.55, 0.60], [-0.24, -0.63, -0.98], [1.30, 3.88, -2.27], [-1.17, 1.73, -0.33], [2.26, -0.15, 0.48], [1.19, -1.13, 0.47], [-1.00, -1.26, -0.80], [0.87, 0.39, -0.66], [0.33, -1.00, 0.10], [0.37, -0.82, 0.52], [-0.67, 0.66, -0.75], [0.41, 0.91, -0.39], [0.15, 1.05, 0.12], [0.67, 0.93, -0.26], [-0.81, -0.79, -0.01]]}


{"formula": "C10H24B3CsF7N3O8P3S", "method": "ωB97M-V/def2-TZVPD", "homo_energy_ev": -10.86, "charge": 1, "homo_lumo_gap_ev": 7.33, "e_lumo_ev": -3.5, "largest_force_ev_per_a": 13.711, "elements": ["Cs", "S", "P", "P", "P", "F", "F", "F", "F", "F", "F", "F", "O", "O", "O", "O", "O", "O", "O", "O", "N", "N", "N", "C", "C", "C", "C", "C", "C", "C", "C", "C", "C", "B", "B", "B", "H", "H", "H", "H", "H", "H", "H", "H", "H", "H", "H", "H", "H", "H", "H", "H", "H", "H", "H", "H", "H", "H", "H", "H"], "positions_angstrom": [[-2.53133, -1.91000, -2.50860], [4.32756, 1.05409, 2.21150], [1.82526, -2.56217, -0.82573], [2.93059, -0.35339, 2.11443], [0.38459, -3.81640, -1.86845], [-3.57244, -0.32537, -0.31426], [-4.08419, 1.95045, -3.93323], [-3.16856, -0.14531, -3.22180], [-4.09282, 1.71543, 0.80384], [-4.17109, 3.07909, -1.34010], [-2.00454, 2.45482, -2.11910], [-5.38415, 0.63053, -2.42687], [-1.12316, -3.62836, -1.43688], [-1.88377, 3.99913, 0.58212], [-0.09064, -1.47808, 2.89474], [0.67636, -3.62194, -3.58959], [-0.49208, 0.73762, -0.19721], [4.26407, -0.31446, -0.80772], [0.77739, -5.51122, -1.51247], [-0.53259, 2.85768, 2.44265], [0.77682, -3.68819, 1.93984], [2.16927, 0.86239, -1.75177], [1.99474, -0.20405, 0.60855], [-3.25536, 1.89742, -1.55901], [-0.41197, -0.72924, -0.23679], [2.49418, 2.33840, -1.68586], [1.01568, -1.33332, 0.39149], [-1.04536, 1.66507, 4.72620], [-1.63773, 1.22187, 0.58566], [-3.98349, 1.00332, -2.76193], [-3.09651, 1.08976, -0.14459], [2.48530, 0.24669, -3.09669], [-1.50011, 2.74602, 3.58035], [2.85651, 0.08169, -0.60746], [-1.35246, 2.75998, 1.19074], [0.58719, -2.16800, 1.74019], [-1.43487, 4.18947, -0.31578], [-1.17788, 2.11301, 5.82140], [1.75905, -5.48681, -1.29255], [-1.68842, 0.53214, 1.55873], [-1.68093, 0.67651, 4.68308], [1.57953, 2.90979, -2.17131], [-0.42550, -1.08818, -1.36586], [0.02713, -0.47804, 2.72194], [2.60078, -3.47987, 0.00086], [0.35488, -4.13959, 1.09925], [-0.08032, -3.14215, -4.03977], [0.08631, 1.34396, 4.64743], [3.10158, 0.98204, -3.78387], [-2.54079, 2.37760, 3.12793], [-1.28477, -1.29226, 0.30449], [2.50759, 2.64750, -0.53555], [4.34995, -1.20591, -1.26239], [1.43755, 0.09300, -3.64491], [3.53063, 2.62094, -2.15479], [-1.66410, 3.77899, 4.13184], [2.96360, -0.82876, -3.01114], [2.13552, -0.14427, 3.33276], [1.78354, -3.92845, 2.07057], [3.60879, -1.65259, 2.21145]], "forces_ev_per_a": [[1.47, -9.14, 2.22], [-1.09, -0.93, -0.28], [1.35, 0.91, -0.42], [2.13, 2.22, 0.14], [-3.39, -3.78, -0.21], [1.24, 3.71, 0.17], [0.38, -3.67, 3.99], [-5.84, 12.21, -2.18], [3.07, -2.19, -2.92], [3.12, -4.17, -0.95], [-3.79, -2.14, 1.93], [5.56, 0.75, -1.18], [5.75, -1.37, -0.72], [2.62, -2.82, -0.57], [2.34, 0.65, -3.98], [-1.56, 0.35, 3.10], [-1.78, -1.52, 0.75], [-2.64, -1.31, 0.13], [1.19, 4.26, -0.75], [-3.25, -0.66, -1.73], [-0.34, 2.42, -0.97], [2.16, -1.30, 0.68], [0.91, -2.02, 1.43], [-1.02, 2.67, -0.85], [0.49, -1.08, -1.06], [-1.02, 0.71, 1.10], [-1.65, 0.77, 0.15], [0.26, -0.40, 0.51], [-0.33, -1.58, 1.18], [-2.62, 3.26, -2.65], [-1.34, 0.74, 2.14], [-1.00, 0.06, -1.10], [-0.94, -0.48, 1.00], [1.22, 1.15, -2.40], [0.88, 2.69, 1.09], [-1.20, -0.56, 3.50], [-1.26, -0.48, 1.94], [0.20, -0.87, -2.51], [-1.49, -0.49, -0.41], [-0.43, 1.40, -1.97], [1.19, 1.97, -0.01], [2.14, -0.87, 0.75], [0.27, 1.21, 2.33], [-0.51, -2.03, 0.60], [-1.01, 0.38, -0.55], [0.88, -0.10, 0.93], [1.22, -0.89, 0.79], [-2.19, 0.87, -0.06], [-0.95, -1.70, 1.42], [1.89, 0.90, 1.15], [1.40, 1.38, -0.93], [0.04, -0.55, -2.43], [-0.09, 1.72, 0.84], [2.13, 0.25, 0.87], [-2.02, -0.57, 0.75], [0.45, -1.98, -1.64], [-0.78, 2.39, -0.25], [0.07, -0.86, -1.49], [-1.26, -0.05, -0.28], [-1.24, 0.57, -0.14]]}


{"formula": "C30H55N7O6", "method": "ωB97M-V/def2-TZVPD", "homo_energy_ev": -8.40, "charge": 0, "homo_lumo_gap_ev": 7.69, "e_lumo_ev": -0.7, "largest_force_ev_per_a": 5.719, "elements": ["O", "O", "O", "O", "O", "O", "N", "N", "N", "N", "N", "N", "N", "C", "C", "C", "C", "C", "C", "C", "C", "C", "C", "C", "C", "C", "C", "C", "C", "C", "C", "C", "C", "C", "C", "C", "C", "C", "C", "C", "C", "C", "C", "H", "H", "H", "H", "H", "H", "H", "H", "H", "H", "H", "H", "H", "H", "H", "H", "H", "H", "H", "H", "H", "H", "H", "H", "H", "H", "H", "H", "H", "H", "H", "H", "H", "H", "H", "H", "H", "H", "H", "H", "H", "H", "H", "H", "H", "H", "H", "H", "H", "H", "H", "H", "H", "H", "H"], "positions_angstrom": [[5.71215, -3.03644, 0.34164], [-5.93151, -5.46169, -4.00358], [-1.94700, -1.63172, -0.83066], [-6.25427, 2.95516, -3.66073], [8.74879, -0.60136, 2.39240], [-2.58747, 3.38009, -0.06383], [-4.21703, 4.35920, -1.25094], [-8.40950, 2.84757, -4.26768], [1.52579, -0.73306, 1.32336], [-4.32821, -4.35728, -2.89264], [-0.15951, -0.10537, 3.95600], [3.54710, -3.09296, -0.23637], [-2.77139, -0.13157, -2.28225], [4.88899, -5.13670, -0.46005], [7.90226, 1.74060, 3.07543], [-9.61547, 2.22235, -4.76685], [5.86716, 3.49885, 3.41316], [3.47455, 2.45262, 2.77947], [1.80955, 0.34681, 2.23379], [-5.00612, -5.49732, -3.20330], [8.38962, -1.56901, 3.40505], [-2.00865, -0.46361, -1.20310], [-3.56357, 4.12131, -0.08133], [-4.08360, 4.79458, 1.16013], [0.99068, 0.63943, 3.51512], [7.19010, -2.56945, 2.97691], [2.32184, -3.68880, -0.72132], [-4.57321, -6.77273, -2.53126], [4.75321, 3.30946, 2.26726], [-5.37674, 5.19435, -1.47118], [-3.21570, -4.19991, -1.97775], [2.67868, 2.75632, 4.10037], [6.53782, 2.09221, 3.86843], [-7.02087, 0.83383, -4.46514], [4.76535, -3.68404, -0.08559], [-1.26588, 0.64375, -0.50926], [-0.42218, -1.17273, 3.04597], [1.44211, 1.85656, 4.42919], [-2.96667, 1.17910, -2.86433], [-7.18129, 2.28454, -4.09815], [0.40664, -1.49873, 1.77006], [7.72375, 0.39794, 2.20235], [3.03839, 1.27927, 1.87370], [1.56442, -3.59956, 0.06013], [4.65494, -5.27173, -1.51822], [-1.30364, -1.86907, 3.29904], [8.79234, 1.69313, 3.79502], [6.65194, 0.02211, 2.34299], [-5.10950, 4.47607, 1.35686], [-0.56353, 1.11356, -1.20127], [-1.97182, 1.38269, -0.12382], [-5.72773, 5.66611, -0.55499], [8.21153, -1.10092, 4.45358], [-4.03853, 5.87952, 1.04437], [-2.92902, -5.14028, -1.51025], [7.79910, 0.72287, 1.09044], [5.34800, 3.96622, 4.32346], [6.23335, -2.13585, 3.47313], [-3.50554, -3.48609, -1.20597], [-2.63479, 1.14569, -3.90466], [9.32448, -2.24231, 3.54714], [-4.67069, -3.54085, -3.37891], [-3.24287, -0.92047, -2.70152], [-9.94168, 2.76650, -5.65550], [-2.41287, 1.95205, -2.33360], [6.65225, 4.23225, 3.00584], [-8.44643, 3.82190, -4.00224], [-4.68371, -6.68158, -1.44860], [3.53445, -2.11852, 0.03372], [-7.68457, 0.21761, -3.85496], [-0.70188, 0.23427, 0.32976], [2.44808, -4.73794, -0.98247], [-6.17102, 4.57098, -1.88481], [-4.03322, 1.41354, -2.83455], [1.99550, -3.13362, -1.60313], [-3.81547, 3.87649, -2.04267], [5.18638, 2.76812, 1.34536], [4.39588, 4.34017, 1.92062], [-10.38544, 2.29781, -3.99626], [0.09450, -2.40406, 1.13370], [-3.53638, -6.99864, -2.78926], [-2.36719, -3.80037, -2.53617], [5.91285, -5.47055, -0.28766], [3.02145, 3.61421, 4.77425], [7.35087, -3.65483, 3.28953], [4.21999, -5.74059, 0.15679], [-7.23764, 0.68975, -5.52567], [7.01706, -2.43558, 1.84180], [6.81245, 2.21334, 4.97468], [5.73092, 1.28556, 3.79167], [0.84531, 2.08768, 5.38292], [-9.46264, 1.17544, -5.02161], [-3.46496, 4.51235, 2.01289], [8.10868, 2.62081, 2.34785], [-5.20151, -7.59549, -2.87434], [-5.10983, 5.96643, -2.19597], [-5.99232, 0.52312, -4.27788], [3.63106, 1.04918, 0.91697]], "forces_ev_per_a": [[-0.19, -0.23, -0.32], [0.10, -0.12, 0.13], [0.01, 0.09, 0.01], [0.02, -0.15, -0.02], [-1.60, 0.04, 0.96], [-0.12, 0.22, 0.09], [0.36, -0.05, 0.68], [0.55, -0.31, 0.07], [-3.31, -0.10, 4.23], [-0.22, -0.66, -0.07], [2.31, -2.01, -4.83], [0.61, -0.36, 0.02], [0.32, -0.18, 0.45], [0.18, -0.15, 0.01], [-0.72, 0.26, -0.34], [-0.10, 0.46, 0.10], [-0.41, -0.48, -0.22], [-1.83, -2.50, -0.91], [0.82, 1.16, 0.21], [-0.30, 0.47, -0.39], [0.84, -1.90, 0.82], [0.07, -0.19, 0.03], [0.07, -0.16, -0.50], [0.08, -0.02, 0.22], [1.05, 1.45, 0.37], [-0.60, 2.05, -0.10], [-0.01, 0.48, 0.12], [-0.06, -0.21, 0.01], [-0.61, -0.44, 0.51], [-0.02, -0.18, -0.35], [-0.20, 0.39, -0.15], [-2.10, -3.57, -2.01], [0.33, 1.14, 0.46], [0.13, -0.11, 0.01], [-0.07, 0.57, 0.13], [-0.04, -0.15, 0.21], [1.55, 1.24, 0.06], [2.74, 0.80, -2.02], [-0.26, -0.29, -0.27], [-0.01, 0.44, 0.11], [1.00, 1.96, 1.04], [-0.02, 1.18, -1.11], [-1.04, 1.37, 3.16], [-0.13, -0.17, -0.20], [-0.11, -0.12, 0.09], [1.55, 1.33, -0.45], [-1.31, -0.18, -1.07], [1.58, 0.10, -0.06], [0.00, 0.19, 0.00], [-0.11, 0.18, 0.08], [0.25, 0.07, -0.21], [0.18, -0.08, -0.04], [0.09, -0.42, -1.79], [-0.18, -0.04, 0.05], [-0.13, 0.04, -0.14], [-0.07, -0.72, 1.76], [0.82, -0.52, -1.32], [1.36, -1.12, -0.78], [0.38, -0.07, 0.06], [-0.04, 0.26, -0.02], [-1.33, 1.34, -0.36], [0.04, -0.13, 0.07], [0.06, 0.14, 0.03], [-0.18, -0.21, -0.03], [-0.03, -0.20, 0.09], [-1.06, -1.09, 0.79], [-0.03, -0.12, -0.06], [0.19, -0.06, -0.03], [-0.18, -0.09, 0.03], [-0.03, -0.05, -0.18], [-0.16, -0.02, -0.28], [0.08, 0.13, 0.06], [-0.07, 0.23, -0.03], [0.06, 0.30, -0.10], [-0.23, -0.19, 0.00], [-0.20, 0.06, 0.03], [-0.63, 0.80, 1.47], [0.41, -1.41, 0.49], [-0.15, -0.17, -0.17], [0.47, 1.73, 1.07], [-0.01, 0.00, 0.20], [0.14, 0.00, 0.32], [-0.13, 0.19, 0.02], [-0.77, -1.49, -1.04], [-0.13, 1.61, -0.47], [-0.04, -0.05, -0.18], [-0.10, -0.13, 0.10], [0.46, -0.67, 1.99], [-0.52, -0.30, -1.47], [1.26, 0.95, 0.05], [0.96, -0.56, -1.73], [0.07, 0.15, 0.06], [-0.01, -0.04, -0.22], [-0.21, -1.48, 1.19], [0.02, 0.23, -0.04], [-0.25, 0.10, 0.05], [-0.13, 0.18, 0.01], [-1.08, 0.36, 1.68]]}